Record 1
{"formula": "H40O20", "method": "ωB97M-V/def2-TZVPD", "elements": ["O", "H", "H", "O", "H", "H", "O", "H", "H", "O", "H", "H", "O", "H", "H", "O", "H", "H", "O", "H", "H", "O", "H", "H", "O", "H", "H", "O", "H", "H", "O", "H", "H", "O", "H", "H", "O", "H", "H", "O", "H", "H", "O", "H", "H", "O", "H", "H", "O", "H", "H", "O", "H", "H", "O", "H", "H", "O", "H", "H"], "positions_angstrom": [[-2.0276, 5.3414, 1.6301], [-2.6435, 4.8736, 2.1496], [-2.1349, 5.2119, 0.6870], [0.0030, -3.8411, -0.6430], [-0.6165, -3.1277, -0.5208], [-0.3950, -4.6113, -0.2700], [1.7001, -5.7785, -1.3349], [1.7983, -4.8571, -1.1030], [1.7446, -5.7023, -2.2950], [2.6709, 1.7420, -2.5349], [2.0886, 0.9885, -2.4600], [2.7360, 2.3135, -1.7676], [3.5062, -1.7344, -0.7815], [2.9108, -2.3680, -1.1599], [3.5289, -2.1883, 0.0697], [3.2879, 1.7660, 0.0238], [3.4718, 2.0839, 0.9176], [3.7303, 0.9301, -0.1611], [-1.3327, -1.8096, 0.4053], [-2.1500, -1.5172, -0.0145], [-1.0698, -1.1195, 1.0004], [-3.5176, -0.5544, 1.6645], [-4.1929, -1.0182, 1.1571], [-3.4377, 0.1216, 0.9788], [-4.2979, -2.6764, -0.4378], [-4.9299, -2.5103, -1.1409], [-4.3102, -3.6362, -0.3922], [2.2122, 2.9228, 2.7108], [3.1331, 3.0313, 2.9413], [1.7739, 2.3223, 3.3132], [3.9726, 4.1193, 1.1979], [3.4437, 3.6773, 0.5218], [4.8433, 3.7414, 1.0215], [0.6060, 1.9491, -0.1049], [1.5678, 1.8080, -0.1176], [0.1308, 1.3067, 0.3677], [1.7649, -0.2633, 3.0077], [0.8506, -0.5442, 3.1094], [2.3138, -1.0216, 3.2171], [-0.7304, 1.4427, 3.9240], [0.0265, 1.9933, 3.7726], [-1.1379, 1.6531, 4.7632], [-0.9566, -1.3977, -2.6997], [-0.6663, -1.1152, -3.5710], [-0.5945, -2.2900, -2.6348], [0.7970, 5.4515, -2.7788], [1.6710, 5.0426, -2.7510], [0.3785, 4.8399, -3.3814], [-5.4821, 0.5233, -0.1317], [-6.0851, -0.2212, -0.0953], [-4.7709, 0.3454, -0.7451], [-0.0619, -2.5788, 4.5774], [0.1665, -3.4598, 4.9102], [-0.6460, -2.9255, 3.8828], [-3.6438, -0.5690, -1.9489], [-3.4812, 0.2926, -2.3528], [-3.0767, -1.0814, -2.5518], [1.5315, -1.8874, -5.0565], [2.1659, -2.3302, -4.5064], [1.8624, -1.0996, -5.4776]], "atomic_forces_ev_per_a": [[1.61, 1.40, -0.43], [-1.23, -1.01, 0.30], [-0.37, -0.39, 0.14], [1.01, 0.11, -0.97], [-0.38, 0.90, 0.72], [-0.32, -0.83, 0.26], [0.47, -0.28, -0.59], [-0.32, 0.41, 0.60], [-0.10, -0.48, -0.04], [0.80, 0.37, -1.68], [-0.34, 0.27, 0.85], [-0.53, -0.70, 0.25], [0.17, -0.32, 0.77], [-0.79, -0.15, -1.26], [0.58, 0.59, 0.56], [0.32, 0.13, -0.02], [-0.17, -0.77, 0.31], [-0.01, -0.03, 0.14], [-0.03, -0.63, -0.72], [-0.13, 0.09, 0.23], [-0.03, 0.47, 0.43], [-0.14, 0.26, -0.80], [-0.30, -0.89, 0.57], [0.46, 0.75, 0.63], [-0.18, -0.38, -0.01], [-0.01, 0.41, -0.23], [0.17, -0.17, 0.33], [-0.65, 0.16, -0.49], [0.13, 0.07, 0.43], [0.64, -0.40, 0.16], [0.59, -0.25, -0.16], [-0.26, 0.69, 0.00], [0.17, 0.38, 0.02], [0.38, 1.81, -1.58], [-0.57, -0.55, 0.64], [-0.31, -1.37, 1.02], [0.17, 0.36, -0.29], [-0.02, -0.13, 0.32], [-0.20, -0.15, 0.14], [-0.55, -0.94, -0.50], [0.15, 0.64, 0.23], [0.20, 0.27, 0.17], [-0.15, -0.17, -0.20], [0.20, 0.10, -0.19], [-0.01, -0.04, 0.18], [0.52, -0.23, -0.10], [0.14, 0.33, 0.35], [-0.66, -0.12, -0.26], [-0.40, 0.83, 0.56], [0.18, -0.14, -0.28], [-0.18, -0.66, -0.35], [-0.34, -1.29, -0.52], [0.53, 0.41, 0.63], [-0.19, 0.91, -0.19], [0.39, 0.41, -1.01], [-0.20, 0.36, 0.21], [0.16, -0.49, 0.65], [-1.54, -0.36, -0.17], [0.78, 0.27, 0.08], [0.70, 0.15, 0.15]], "lowdin_charge": [-0.0373, 0.0021, 0.0346, -0.0555, -0.0299, 0.0332, -0.0600, -0.0119, 0.0373, -0.0613, 0.0269, 0.0014, -0.0342, 0.0077, 0.0441, -0.0714, 0.0372, 0.0778, -0.0438, 0.0122, 0.0384, -0.0613, -0.0034, 0.0247, -0.0399, 0.0415, 0.0558, -0.0446, 0.0284, 0.0055, -0.0479, 0.0212, 0.0547, -0.0435, -0.0232, -0.0097, -0.0511, 0.0084, 0.0328, -0.0258, -0.0024, 0.0427, -0.0447, 0.0357, 0.0341, -0.0542, 0.0280, 0.0231, -0.0434, 0.0439, -0.0194, -0.0588, 0.0411, 0.0436, -0.0752, 0.0687, 0.0408, -0.0373, 0.0256, 0.0376], "gap_ha": 0.3727, "molar_mass_g_mol": 360.30, "e_above_lowest_kj_mol": 465.0}

Record 2
{"formula": "C38H36I3N7O4Rb", "method": "ωB97M-V/def2-TZVPD", "elements": ["Rb", "I", "C", "C", "C", "I", "C", "O", "C", "C", "N", "C", "C", "C", "C", "C", "C", "N", "C", "H", "H", "H", "H", "H", "H", "H", "H", "H", "H", "H", "C", "O", "C", "C", "C", "C", "C", "C", "N", "C", "N", "C", "C", "C", "C", "C", "C", "O", "C", "N", "C", "C", "C", "C", "C", "C", "O", "C", "H", "H", "H", "H", "H", "H", "H", "H", "H", "H", "H", "H", "H", "H", "H", "H", "H", "H", "H", "H", "H", "H", "I", "C", "C", "N", "N", "C", "H", "H", "H"], "positions_angstrom": [[-1.5589, -0.4589, 0.4197], [-5.6702, -1.1616, 7.6625], [-4.9276, -1.2516, 5.6836], [-5.0030, -2.4428, 4.9792], [-4.5336, -2.4482, 3.6875], [-4.6201, -4.2294, 2.5519], [-3.9462, -1.3314, 3.0031], [-3.5195, -1.4291, 1.8153], [-3.8965, -0.1341, 3.8020], [-3.2319, 1.1150, 3.2765], [-3.6808, 1.4998, 1.9449], [-3.0952, 2.7505, 1.4992], [-3.4454, 3.0129, 0.0584], [-4.1396, 4.1553, -0.3222], [-4.4098, 4.3681, -1.6658], [-4.0020, 3.4111, -2.5810], [-3.3459, 2.2856, -2.1057], [-3.0525, 2.0935, -0.8247], [-4.3810, -0.1212, 5.0986], [-5.4095, -3.3360, 5.4319], [-2.1475, 0.9537, 3.2135], [-3.4001, 1.9277, 4.0029], [-4.6922, 1.5691, 1.9335], [-2.0073, 2.6499, 1.5783], [-3.3934, 3.6143, 2.1164], [-4.4628, 4.8714, 0.4227], [-4.9313, 5.2613, -1.9855], [-4.1813, 3.5360, -3.6407], [-3.0343, 1.4973, -2.7809], [-4.3159, 0.7962, 5.6725], [4.1037, 3.0359, 0.3966], [3.8288, 2.0682, -0.5928], [4.8639, 1.3818, -1.1253], [6.1842, 1.7919, -1.0424], [7.1845, 1.1059, -1.7225], [6.8619, 0.0055, -2.4933], [5.5471, -0.4380, -2.5458], [4.5337, 0.2124, -1.8503], [3.2233, -0.2527, -1.9340], [2.2783, -0.3407, -0.8867], [2.8351, -0.5473, 0.3166], [2.3127, -0.4694, 1.6426], [0.9539, -0.5744, 1.9257], [0.6584, -0.5259, 3.3031], [1.6142, -0.3921, 4.2993], [2.9609, -0.2889, 3.9625], [3.3056, -0.3276, 2.6241], [4.6193, -0.2219, 2.1705], [5.6365, -0.3145, 3.1333], [1.0160, -0.2631, -1.1268], [0.5155, -0.1838, -2.4124], [-0.1781, 0.9438, -2.8484], [-0.7369, 1.0033, -4.1202], [-0.6346, -0.0763, -4.9779], [0.0315, -1.2274, -4.5631], [0.5979, -1.2825, -3.3024], [1.2783, -2.3688, -2.8265], [1.0982, -3.5914, -3.5082], [3.1359, 3.3293, 0.7960], [4.6070, 3.9143, -0.0223], [4.7096, 2.6150, 1.2032], [6.4378, 2.6734, -0.4684], [8.2086, 1.4499, -1.6556], [7.6302, -0.5245, -3.0417], [5.2931, -1.3195, -3.1233], [2.9903, -0.7993, -2.7448], [3.8425, -0.5745, 0.3109], [-0.3816, -0.6304, 3.6202], [1.3294, -0.3741, 5.3480], [3.7074, -0.1914, 4.7399], [6.5795, -0.2984, 2.5874], [5.5671, -1.2449, 3.7060], [5.6198, 0.5291, 3.8322], [-0.2539, 1.7832, -2.1683], [-1.2452, 1.9036, -4.4448], [-1.0671, -0.0367, -5.9698], [0.0959, -2.0670, -5.2432], [1.4717, -4.3692, -2.8458], [1.6651, -3.6180, -4.4455], [0.0417, -3.7783, -3.7209], [-3.4303, -4.7447, -4.7933], [-3.3462, -3.6373, -3.0355], [-3.6817, -4.0576, -1.7666], [-3.4445, -3.0078, -0.9598], [-2.9908, -1.9471, -1.6265], [-2.9228, -2.3050, -2.8955], [-4.0565, -5.0018, -1.4119], [-3.6007, -2.9362, 0.0470], [-2.5698, -1.6203, -3.6497]], "atomic_forces_ev_per_a": [[0.31, 0.41, -0.25], [0.13, -0.01, -0.30], [-0.17, -0.03, 0.45], [0.01, 0.10, 0.03], [0.09, -0.21, -0.45], [-0.03, 0.15, 0.22], [-0.22, -0.34, 0.11], [-0.20, -0.15, 0.24], [0.06, 0.04, -0.12], [0.03, -0.15, -0.08], [-0.05, 0.19, -0.02], [-0.06, -0.15, 0.07], [0.02, 0.07, 0.01], [-0.07, 0.08, -0.07], [0.07, -0.13, 0.03], [-0.08, 0.15, -0.02], [0.02, -0.08, 0.04], [0.00, 0.03, -0.03], [-0.03, 0.02, -0.02], [-0.03, -0.01, -0.03], [0.00, 0.04, 0.03], [0.12, -0.05, 0.05], [-0.01, -0.12, -0.06], [0.00, 0.06, 0.02], [0.08, 0.03, -0.01], [0.05, -0.02, 0.04], [-0.01, 0.00, -0.02], [-0.03, -0.05, 0.00], [0.03, 0.03, -0.03], [-0.01, 0.01, -0.02], [-0.03, 0.06, 0.11], [-0.18, -0.13, 0.04], [-0.04, -0.16, -0.20], [0.08, 0.06, 0.05], [0.03, -0.01, -0.02], [0.06, 0.00, -0.06], [-0.01, 0.01, 0.12], [0.13, -0.01, 0.09], [-0.15, 0.17, -0.08], [-0.14, -0.03, -0.23], [0.35, 0.13, 0.05], [-0.36, 0.03, 0.09], [0.11, -0.02, 0.14], [0.10, 0.02, -0.04], [-0.14, 0.00, 0.09], [0.08, -0.01, 0.10], [0.03, 0.05, -0.05], [-0.08, 0.00, -0.01], [0.15, 0.01, 0.00], [0.00, -0.09, 0.20], [0.21, 0.04, -0.19], [0.08, -0.06, -0.03], [-0.03, 0.03, -0.06], [-0.02, 0.04, -0.01], [-0.04, 0.03, -0.14], [-0.07, 0.08, 0.08], [-0.01, 0.00, 0.02], [0.04, -0.10, -0.03], [0.03, 0.01, 0.01], [-0.02, -0.04, -0.01], [0.00, -0.04, -0.02], [-0.02, -0.03, -0.02], [0.00, -0.01, 0.01], [-0.01, 0.00, 0.01], [-0.01, -0.02, 0.03], [0.00, -0.03, -0.04], [0.02, -0.02, -0.10], [0.02, 0.02, 0.07], [0.01, -0.01, -0.01], [0.01, 0.01, -0.05], [-0.01, 0.00, 0.01], [-0.03, 0.01, 0.00], [-0.03, -0.01, -0.02], [-0.01, -0.01, 0.02], [0.00, 0.00, 0.03], [0.00, 0.00, 0.00], [0.04, -0.03, 0.07], [0.02, 0.02, -0.01], [-0.05, 0.02, 0.00], [0.00, 0.02, 0.02], [0.02, 0.16, 0.28], [-0.06, -0.23, -0.28], [0.06, 0.01, -0.10], [-0.15, -0.19, 0.11], [0.03, 0.36, -0.03], [-0.04, -0.22, 0.05], [0.00, 0.03, 0.07], [-0.02, 0.13, -0.01], [0.02, 0.02, 0.03]], "lowdin_charge": [0.8209, 0.7458, -0.7442, -0.2577, -0.6050, 0.8644, -0.4986, -0.3256, -0.1442, -0.1849, -0.0696, -0.1893, -0.2699, -0.0282, -0.0745, -0.0655, -0.1327, 0.1044, -0.1417, 0.0742, 0.1107, 0.1152, 0.1291, 0.1271, 0.1163, 0.1063, 0.1019, 0.0993, 0.0938, 0.0901, -0.0671, -0.0668, -0.2300, -0.0250, -0.1066, -0.1122, -0.0253, -0.1774, 0.1452, -0.3517, 0.1501, -0.2318, -0.1643, -0.1991, -0.1293, -0.0718, -0.2340, -0.1303, -0.1101, 0.1069, -0.2412, -0.0272, -0.1204, -0.1159, -0.0480, -0.2376, -0.0867, -0.0724, 0.0987, 0.0889, 0.0956, 0.1019, 0.0951, 0.0944, 0.1116, 0.1246, 0.1210, 0.0592, 0.0862, 0.0871, 0.0858, 0.0942, 0.0858, 0.1134, 0.0951, 0.0970, 0.1042, 0.0953, 0.0927, 0.0823, 0.7923, -0.7638, -0.1509, -0.0078, -0.0278, -0.2098, 0.1145, 0.0627, 0.0925], "total_charge": -1, "gap_ha": 0.1999, "molar_mass_g_mol": 1120.93, "e_above_lowest_kj_mol": 0.0}

Record 3
{"formula": "C16H31NP2Zr", "method": "ωB97M-V/def2-TZVPD", "elements": ["P", "P", "C", "C", "H", "H", "H", "H", "C", "H", "H", "H", "C", "H", "H", "H", "C", "H", "H", "H", "C", "H", "H", "H", "Zr", "C", "C", "C", "C", "C", "C", "C", "C", "C", "H", "H", "H", "H", "H", "H", "H", "H", "H", "H", "H", "H", "H", "H", "H", "N", "C"], "positions_angstrom": [[-4.9197, 1.5945, 0.4022], [0.3007, -3.9234, 1.9719], [0.3776, -1.0352, 2.1766], [0.7375, -2.3704, 2.8824], [0.1229, -0.2465, 2.9087], [1.2716, -0.6325, 1.6484], [1.7989, -2.4171, 3.1558], [0.1681, -2.4339, 3.8185], [1.4353, -5.0291, 2.9018], [1.6184, -5.9371, 2.3186], [0.9722, -5.3247, 3.8523], [2.3889, -4.5315, 3.1101], [1.3565, -3.6960, 0.4806], [2.2360, -3.0901, 0.7214], [0.7705, -3.2076, -0.3072], [1.6756, -4.6910, 0.1421], [-3.7420, 1.7708, 1.8033], [-4.4101, 1.9499, 2.6636], [-3.0352, 2.6018, 1.6498], [-3.1773, 0.8393, 1.9778], [-4.1832, 2.7994, -0.7681], [-3.5962, 2.3248, -1.5712], [-3.5403, 3.5340, -0.2611], [-5.0758, 3.2804, -1.2152], [-0.2039, 0.2870, -0.6922], [1.5660, -0.0382, -1.8637], [1.9843, 0.2274, -0.5246], [2.6123, 1.5701, -0.1779], [1.6237, 2.7741, -0.1879], [0.1585, 2.3991, -0.3344], [-0.3910, 2.2105, -1.6282], [0.5200, 2.1740, -2.8529], [1.6167, 1.0549, -2.9177], [-1.3547, -0.7039, -2.2688], [1.6008, -1.0739, -2.2326], [2.3970, -0.6084, 0.0453], [3.4717, 1.8099, -0.8312], [3.0858, 1.4980, 0.8176], [1.7620, 3.3323, 0.7502], [1.9463, 3.4691, -0.9812], [-0.4720, 2.7051, 0.5097], [-1.4628, 2.3888, -1.8143], [1.0369, 3.1416, -2.9574], [-0.1217, 2.0624, -3.7422], [1.5520, 0.5700, -3.9068], [2.5968, 1.5448, -2.8935], [-1.0355, -1.7513, -2.3863], [-1.2127, -0.1806, -3.2173], [-2.4221, -0.7110, -1.9994], [-1.7033, -1.1410, 0.5870], [-0.7019, -1.1399, 1.2373]], "atomic_forces_ev_per_a": [[1.62, 0.58, 0.03], [0.13, -0.36, -0.16], [1.70, 0.25, 0.90], [-0.27, -0.17, 0.54], [-0.14, -0.35, -0.24], [-0.60, -0.37, 0.24], [-0.17, 0.43, -0.19], [0.14, 0.14, -0.12], [-0.20, -0.08, 0.34], [-0.07, 0.14, 0.11], [0.16, 0.04, -0.22], [-0.07, -0.16, -0.08], [-0.08, 0.17, 0.02], [0.09, -0.16, -0.14], [0.21, -0.15, -0.09], [-0.10, 0.38, -0.11], [-0.44, 0.35, -0.78], [0.34, -0.16, 0.12], [-0.37, -0.32, 0.18], [-0.45, -0.01, 0.04], [-0.83, 0.03, 0.76], [-0.40, -0.18, 0.04], [-0.25, -0.23, -0.17], [0.51, -0.07, -0.22], [-1.59, -2.12, -1.70], [2.60, 0.00, -0.02], [3.01, -1.22, -1.02], [0.26, -0.37, 0.85], [0.06, 0.20, 0.43], [-0.53, 3.28, -0.30], [-0.16, 2.30, -0.09], [-1.09, 0.24, -0.29], [0.09, -0.87, -0.29], [-0.54, -0.38, 0.41], [-0.31, 0.31, 0.29], [-0.05, 0.00, -0.30], [-0.52, -0.34, -0.08], [-0.42, -0.07, -0.31], [-0.18, -0.23, -0.30], [-0.45, -0.29, 0.13], [-0.08, 0.12, -0.39], [0.49, -0.13, 0.08], [-0.24, -0.27, 0.17], [0.21, 0.11, 0.41], [-0.07, 0.23, 0.47], [-0.12, -0.12, 0.23], [-0.14, 0.17, 0.02], [0.06, 0.12, -0.04], [0.07, -0.05, -0.33], [3.32, 0.29, 2.12], [-4.14, -0.65, -0.97]], "lowdin_charge": [1.2397, 0.8525, -0.2087, -0.3686, 0.1464, 0.1003, 0.0892, 0.0899, -0.2946, 0.0492, 0.0485, 0.0471, -0.2958, 0.0423, 0.0147, 0.0534, -0.2967, 0.0675, 0.0434, 0.0430, -0.2963, 0.0544, 0.0580, 0.0654, 1.3496, -0.2833, -0.3035, -0.1574, -0.1550, -0.2955, -0.3039, -0.1507, -0.1428, -0.2374, 0.1377, 0.0970, 0.1328, 0.1208, 0.1246, 0.1258, 0.1005, 0.0955, 0.1308, 0.1213, 0.1327, 0.1250, 0.0206, 0.0219, -0.0043, 0.1542, -0.3010], "total_charge": 2, "gap_ha": 0.1218, "molar_mass_g_mol": 390.60, "e_above_lowest_kj_mol": 0.0}

Record 4
{"formula": "H14LiO7", "method": "ωB97M-V/def2-TZVPD", "elements": ["Li", "O", "H", "H", "O", "H", "H", "O", "H", "H", "O", "H", "H", "O", "H", "H", "O", "H", "H", "O", "H", "H"], "positions_angstrom": [[-0.1740, 0.0389, 0.4261], [-2.0660, 0.4519, 1.2111], [-1.9370, 0.8259, 2.0461], [-2.4120, -0.4251, 1.3801], [-0.0660, 2.2309, -0.0409], [0.1040, 2.8899, -0.6679], [-0.9500, 2.4489, 0.3641], [1.6270, -0.1551, -0.6139], [2.0430, -1.0121, -0.6179], [2.2840, 0.5499, -0.7399], [0.0080, -1.9951, 1.1201], [0.9390, -1.9821, 1.3581], [-0.2260, -2.7141, 0.5331], [0.6910, 0.8699, 2.4271], [1.2310, 1.4569, 1.8841], [1.4250, 0.4219, 2.8301], [-1.3770, -0.5011, -1.4329], [-2.2400, -0.5751, -1.1009], [-1.1880, -1.4551, -1.4609], [0.9360, -0.1481, -3.1739], [0.5630, -0.9961, -3.4669], [0.7840, -0.2261, -2.2649]], "atomic_forces_ev_per_a": [[-0.09, 0.32, -0.18], [0.06, -0.82, -2.17], [0.28, 0.97, 2.29], [-0.27, -0.23, 0.19], [-1.68, -1.51, 2.41], [0.34, 1.52, -1.58], [1.32, -0.16, -0.77], [-0.43, 0.69, 0.97], [0.72, -0.18, -0.24], [-0.10, -0.58, -0.14], [-0.53, 1.12, 0.03], [0.00, -0.67, -0.10], [0.53, -0.47, 0.10], [0.30, 0.13, -0.89], [-0.57, 0.76, -0.36], [0.22, -0.88, 1.06], [1.89, -1.14, 0.01], [-2.38, 0.69, 0.65], [0.42, 0.31, -0.53], [0.00, -0.87, -2.30], [0.21, 0.52, -0.61], [-0.22, 0.46, 2.14]], "lowdin_charge": [0.7003, -0.0499, 0.0309, 0.0677, -0.0543, 0.0384, 0.0879, -0.0856, 0.0705, 0.1034, -0.0595, 0.0561, 0.0641, -0.0525, 0.0399, 0.0519, -0.0363, 0.0256, 0.0672, -0.0377, 0.0529, -0.0811], "total_charge": 1, "gap_ha": 0.3777, "molar_mass_g_mol": 133.05, "e_above_lowest_kj_mol": 80.2}

Sequential electronic energy output: -1528.70588, -3071.08623, -1411.89049, -542.46361 hartree
Sequential lowest unoccupied orbital energy output: -0.009, 0.066, -0.369, -0.136 hartree